A 2-piece molecular cluster, C4H8N2O overall. Source: OMol25; level of theory: ωB97M-V/def2-TZVPD.

XYZ file:
```
15
Properties=species:S:1:pos:R:3:nbo_charge:R:1
C 1.724 0.172 0.053 0.0924
N -0.401 0.602 1.070 -0.6515
O 2.402 0.441 1.203 -0.6842
C -1.795 0.884 0.755 -0.4106
H 1.069 -1.663 -2.031 0.2329
C 0.104 -2.094 -1.854 0.0736
H -0.101 0.207 -1.019 0.1930
H -1.862 1.795 0.152 0.1967
N -0.938 -2.544 -1.646 -0.3158
H -0.353 -0.169 1.730 0.3717
C 0.400 0.301 -0.060 -0.1385
H -2.348 1.051 1.683 0.2046
H 1.824 1.033 1.709 0.4846
H 2.373 -0.194 -0.737 0.1692
H -2.286 0.069 0.201 0.1819
```

ΔE to the lowest compared entry with this formula, charge and spin, kJ/mol: 284.8
HOMO level, eV: -8.18
SMILES: CN/C=C\O.C#N

***

C46H46FN3OPPrS2Si as an isolated structure. Source: OMol25; level of theory: ωB97M-V/def2-TZVPD.

XYZ file:
```
102
Properties=species:S:1:pos:R:3:lowdin_spin:R:1
P -1.491 2.489 -2.985 0.0007
C -1.128 -3.266 1.340 0.0006
C -0.481 -2.145 -2.936 0.0005
C -3.364 1.924 -5.046 0.0002
C -3.131 0.826 1.616 -0.0004
H -0.070 1.076 -5.108 0.0001
H -1.254 -3.485 3.478 0.0000
N -1.532 -3.965 -2.433 0.0007
H -1.392 3.632 2.192 0.0000
C -0.784 -2.354 5.972 0.0000
C -0.089 -3.939 4.295 0.0001
N -0.588 0.885 1.542 -0.0019
C -2.565 -5.755 1.361 0.0001
C -1.100 1.180 -5.442 0.0002
C 2.232 -0.703 -1.654 -0.0058
C -2.037 1.813 -4.608 0.0003
C 2.961 0.474 -1.825 0.0005
C 1.857 4.835 -3.650 0.0000
H 4.599 1.417 -2.875 -0.0001
H 2.957 -1.632 1.522 -0.0004
H -1.806 -0.703 -0.025 -0.0063
H 3.148 2.270 3.181 0.0000
H -3.107 -6.693 1.358 0.0000
H 3.886 -2.691 -3.867 -0.0001
H -2.508 -5.655 -0.741 0.0000
H 2.002 6.683 -4.745 0.0000
H 2.911 4.810 -3.389 0.0000
C 3.619 -1.812 -3.291 -0.0003
C -2.804 0.796 -7.110 0.0001
Si 1.437 -0.208 3.147 -0.0011
H 4.597 -0.379 7.116 0.0000
H 1.081 -3.178 2.673 0.0000
C 2.559 -1.845 -2.385 -0.0002
C -2.209 -5.139 0.162 0.0003
H -4.107 2.399 -4.410 0.0000
C -3.057 2.267 2.101 0.0000
H -0.076 -4.955 3.909 0.0000
H -2.298 3.716 0.692 0.0000
C 4.021 0.510 -2.730 -0.0001
H 4.920 3.116 4.646 0.0000
C 2.812 0.438 4.316 -0.0003
S -0.685 1.094 -1.821 -0.0004
C 3.256 -0.296 5.430 -0.0002
C -0.764 -3.656 5.480 0.0000
H -1.310 1.762 -0.217 0.0006
C -3.745 1.418 -6.290 0.0000
H 0.818 2.094 2.566 0.0000
C -1.497 -3.905 0.108 0.0002
H -3.104 0.398 -8.075 0.0000
H -3.386 0.811 0.549 -0.0004
C 4.863 1.428 5.979 -0.0001
H -0.437 1.443 3.620 -0.0001
H -4.779 1.505 -6.611 0.0000
C -0.855 4.898 -4.288 0.0000
C -1.520 -3.945 2.525 -0.0004
Pr 0.353 -0.703 -0.025 2.0218
H -0.160 -0.327 5.693 0.0000
O -0.491 -2.164 1.462 -0.0021
C 3.435 1.673 4.046 -0.0002
H 1.422 3.002 -2.611 0.0000
C -1.482 0.676 -6.686 0.0000
C 0.191 1.214 2.751 -0.0003
H 2.880 0.062 1.136 0.0000
H -1.276 -3.523 -4.522 0.0000
H -2.916 2.275 3.189 0.0000
C 4.269 0.200 6.256 0.0000
H 1.984 -2.756 -2.243 0.0000
H -1.916 4.931 -4.527 0.0000
H -2.033 -4.833 -2.495 0.0000
C -0.128 -1.334 5.280 0.0000
H -1.275 -4.449 6.018 0.0000
C -1.171 -3.341 -1.250 0.0007
H 0.012 2.631 0.503 0.0001
H -3.937 0.297 2.138 0.0000
C 0.570 -2.922 3.599 0.0000
C 0.565 -1.602 4.081 0.0000
C -2.218 -5.153 2.551 0.0003
C 1.014 3.812 -3.211 0.0000
H -2.477 -5.602 3.503 0.0000
F 5.359 -0.601 -4.325 0.0001
C 1.345 5.886 -4.410 0.0000
C 2.231 -0.724 1.572 -0.0056
C 4.449 2.163 4.872 0.0000
C -0.011 5.918 -4.728 0.0000
C -1.801 0.095 1.846 -0.0006
H 2.698 1.357 -1.250 0.0003
H -0.748 0.184 -7.317 0.0000
S -2.939 3.165 -1.806 0.0000
H 5.653 1.808 6.620 0.0000
N -0.528 -2.227 -1.574 -0.0019
C -0.904 2.080 0.752 0.0007
C -1.901 3.018 1.439 0.0002
C 4.340 -0.634 -3.455 0.0005
H -1.792 -0.275 2.878 0.0000
H -0.417 6.740 -5.311 0.0000
C -1.104 -3.225 -3.500 0.0001
H -1.311 -2.130 6.896 0.0000
H -1.789 -0.801 1.213 -0.0007
H 0.001 -1.311 -3.425 0.0001
H -4.002 2.786 1.907 0.0000
C -0.352 3.829 -3.528 -0.0001
H 2.829 -1.268 5.674 0.0000
```

HOMO level (alpha / beta), eV: -0.06 / -0.08
2S+1: 3
Total charge: -2

***

A 2-piece molecular cluster, C3H7NO overall. Source: OMol25; level of theory: ωB97M-V/def2-TZVPD.

XYZ file:
```
12
Properties=species:S:1:pos:R:3:nbo_charge:R:1
H -1.530 0.113 -1.215 0.2105
N 0.916 -0.804 -0.450 -0.3028
O 0.530 1.697 0.738 -0.3994
H 1.503 -0.771 1.560 0.1971
H -2.098 0.459 0.398 0.2086
H 2.879 -0.405 0.430 0.1847
H -1.312 -1.055 -0.090 0.2370
H -3.075 -0.701 -0.585 0.2132
H 1.411 1.350 -0.994 0.1650
C 1.058 0.873 0.025 0.3843
C 1.798 -0.429 0.566 -0.2250
C -2.081 -0.327 -0.383 -0.8731
```

ΔE to the lowest compared entry with this formula, charge and spin, kJ/mol: 655.3
HOMO level, eV: -9.07

***

C32H41BF4N4O8PPdS3 as an isolated structure. Source: OMol25; level of theory: ωB97M-V/def2-TZVPD.

XYZ file:
```
95
Properties=species:S:1:pos:R:3:mulliken_charge:R:1
O -1.988 2.091 -0.870 -0.6781
C -0.728 3.114 3.168 0.8185
C -0.422 5.850 -0.739 -0.8438
H 2.330 -2.416 3.945 0.5051
Pd -0.278 0.166 1.686 1.1552
C 1.648 0.114 -2.356 -0.2614
H -2.895 -3.892 -3.610 0.3891
H -7.025 2.569 -0.546 0.4118
N 2.034 -1.241 -1.956 1.0767
C 0.613 6.964 1.126 -0.7387
N -1.889 0.091 0.293 0.5326
H 1.275 5.694 2.726 0.4598
F 4.791 -0.220 0.246 -0.3788
H -0.584 3.696 -0.572 0.2913
H -4.607 2.936 -1.080 0.5541
C 3.510 -4.948 -0.160 -0.8393
H 1.770 0.806 -1.512 -0.0778
F 4.201 0.782 2.205 -0.4007
H -2.074 -1.960 -1.751 -0.4188
O -3.092 -2.218 0.385 -0.6981
C 2.862 -5.752 -1.282 -0.7100
C 0.131 -2.501 -3.888 -0.2439
H 3.867 -5.570 0.662 0.4517
O 1.323 -0.212 5.354 -0.6580
P 0.941 -2.259 -1.264 -1.7242
H -0.631 -4.469 -4.306 0.2494
H -1.083 -3.282 -5.540 0.4051
C 3.895 -0.252 -3.014 -0.7277
H -1.704 -3.661 -1.551 0.3860
O -2.798 -0.854 2.418 -0.6786
B 3.844 0.617 0.860 0.0829
S 1.118 -0.458 3.961 1.2613
H 2.259 -0.024 -4.423 0.2649
H 0.601 0.135 -2.667 0.3110
C -6.279 1.852 -0.228 -0.6097
C -5.757 -0.224 0.912 -0.9059
C -2.155 -3.092 -3.626 -0.7966
H 4.353 -4.370 -0.545 0.2535
C -1.403 3.034 5.453 -0.6512
H 2.234 -6.539 -0.861 0.3472
H 0.650 3.125 4.806 0.3998
C 1.992 -4.719 -2.012 -0.1175
O -0.175 -1.102 3.639 -0.7738
C 3.396 -1.556 -2.389 -0.2936
C 0.790 5.747 1.762 -0.3898
H -2.269 3.019 1.683 0.5055
C -0.260 4.619 -0.114 -0.1575
F 2.578 0.018 0.775 0.6762
C -6.679 0.722 0.487 -0.4927
H 3.584 -6.223 -1.950 0.3756
C -2.047 3.025 2.743 -0.2678
C 0.005 7.014 -0.122 -0.4237
N 1.732 -3.695 -1.007 0.2919
H -7.728 0.584 0.716 0.4042
N -0.172 -2.521 -2.463 0.8621
H -2.643 -2.199 -4.022 0.3396
H -6.058 -1.101 1.465 0.4987
H 1.695 -4.496 0.950 0.3701
C -3.048 2.929 3.692 -0.7156
O 0.298 -1.781 -0.025 -0.5426
C -0.388 3.116 4.508 -0.6997
H 4.355 0.355 -2.238 0.2375
H 2.196 -1.685 2.303 -0.5937
C -2.724 2.933 5.045 -0.4549
C 2.616 0.427 -3.491 -0.8375
H 3.393 -2.356 -3.144 0.2856
C 2.390 -4.004 0.258 0.0962
H -0.129 7.968 -0.616 0.3835
H 1.059 -5.164 -2.373 0.0081
C -0.929 -3.430 -4.470 -0.7699
H 4.623 -0.431 -3.807 0.4407
O 1.111 0.742 3.012 -0.6493
O 0.106 2.048 0.935 -0.3576
C -4.943 2.066 -0.533 -0.6287
H 1.150 -2.830 -4.093 0.2177
S -3.010 -0.922 0.993 1.1207
C -2.526 1.181 -0.270 -0.5032
C -1.586 -2.810 -2.226 0.0371
H -0.886 5.889 -1.715 0.4403
C 0.337 4.595 1.135 0.5195
H 2.738 1.498 -3.650 0.4079
H 3.340 -0.998 3.466 0.2754
C 2.384 -1.504 3.357 -0.2683
H 2.519 -4.314 -2.882 0.2001
H 4.024 -1.871 -1.555 0.0407
H 2.746 -3.094 0.739 -0.3301
H -1.154 3.003 6.504 0.3889
S 0.577 3.052 1.972 0.2492
C -4.024 1.124 -0.100 0.7325
H -4.079 2.828 3.377 0.4345
C -4.432 0.014 0.598 0.2624
H 0.025 -1.491 -4.308 0.2430
F 3.819 1.859 0.216 -0.3995
H -3.505 2.831 5.785 0.3731
H 0.960 7.871 1.602 0.3833
```

ΔE to the lowest compared entry with this formula, charge and spin, kJ/mol: 0.0
HOMO level (alpha / beta), eV: -5.88 / -5.88
Total charge: -1

***

A 9-piece molecular cluster, C20H58O14 overall. Source: OMol25; level of theory: ωB97M-V/def2-TZVPD.

XYZ file:
```
92
Properties=species:S:1:pos:R:3:mulliken_charge:R:1
H -3.844 2.123 4.111 0.5546
H -1.330 3.319 2.480 0.0994
H -2.749 2.981 6.597 0.3155
O 1.693 -0.564 0.509 -0.3541
H -0.012 2.756 -3.922 0.2957
O 2.107 -3.290 -2.354 -0.2411
O 0.774 -4.427 0.149 -0.4817
H -2.585 -2.305 -0.482 0.3942
H 4.678 -0.256 1.214 0.2821
H 1.112 -5.532 1.912 0.3319
H 1.897 -0.309 -1.991 -0.4899
O 0.513 0.682 -5.747 -0.2568
H 2.646 -0.488 0.461 0.2103
C -3.179 1.388 4.565 -0.4933
C 0.560 -5.555 0.973 -1.0321
O 2.984 3.495 0.046 -0.2884
H 5.014 -0.123 -0.257 0.2250
H -2.420 -2.187 1.254 0.3126
O -3.633 1.218 5.925 -0.3628
O 4.412 -0.560 0.346 -0.7485
H 2.851 1.032 -2.481 0.1393
H 3.418 -3.068 -0.976 0.4282
C 1.324 1.771 -5.347 -0.4096
C 0.933 2.213 -3.923 -0.5629
C 0.212 -4.407 -1.114 -0.6182
H -0.296 3.931 3.623 0.3415
C 2.197 -4.033 -3.586 -0.9133
H -4.387 3.170 6.180 0.3013
H 2.355 1.417 -5.384 0.3181
H 0.245 -5.302 -1.736 0.4368
H -4.196 -0.369 3.978 0.2455
H -5.606 1.154 0.130 0.4034
O -2.646 -0.406 0.131 -0.1839
H -0.505 -5.653 1.182 0.3584
C -4.607 2.047 -2.102 -0.7561
O 4.205 -3.055 -0.431 -0.7651
C 1.907 3.946 2.174 -0.8658
C 2.995 3.187 1.430 -0.0716
C -4.089 -0.261 0.060 -0.6155
H -0.671 -0.761 3.056 0.3394
H 1.915 5.012 1.946 0.3805
H -0.611 -0.060 4.678 0.3220
H -4.127 2.786 -2.744 0.2408
C -2.123 -1.721 0.314 -0.6930
O -2.405 -0.994 4.277 -0.4228
H 1.599 0.562 -7.625 0.3452
H -4.547 -0.840 0.861 0.3846
O 0.625 3.395 1.804 -0.1183
O -4.015 2.075 -0.801 -0.3060
H 2.046 3.951 3.255 0.4468
H 0.044 -2.950 -2.698 0.5267
H 4.230 3.365 -1.635 0.3117
H 0.940 -6.474 0.527 0.3110
C 0.660 0.310 -7.133 -0.8029
H 0.615 -2.380 -1.202 -0.4265
H -3.110 0.250 2.750 0.0032
C -4.519 1.205 0.191 -0.4694
H 0.499 -0.767 -7.176 0.2178
H 4.476 2.083 -0.396 -0.0755
H -4.497 1.081 -2.595 0.2847
H 5.052 3.742 -0.250 0.3798
H -4.377 -0.747 -0.873 0.4796
H -5.682 2.191 -1.991 0.3323
C 2.041 0.384 -2.819 0.1563
O 0.857 1.104 -2.967 -0.1567
H -2.154 1.745 4.464 0.1561
O 0.942 -2.632 1.935 -0.5408
C -3.202 0.048 3.817 -0.0042
H 1.285 -3.165 2.651 0.2140
H -0.471 -1.704 4.561 0.2520
H 2.365 -0.291 -3.611 0.2269
H 1.257 2.647 -5.993 0.4434
H 1.692 2.831 -3.444 0.2553
H 1.686 -3.533 -4.408 0.2992
H -1.058 -1.853 0.124 -0.0090
H 2.695 2.140 1.480 0.0206
H 4.170 -2.211 0.021 0.4520
H 0.852 -3.242 1.203 0.6391
H -0.135 0.832 -7.666 0.2835
H 1.540 -1.268 1.139 0.3530
C -0.457 3.969 2.546 -0.7753
C -1.009 -0.884 4.085 -0.7468
C 4.212 3.126 -0.571 -0.4886
H -4.370 1.544 1.216 0.1501
H -0.768 4.991 2.332 0.3265
C -3.687 2.426 6.561 -0.7990
H -3.929 2.193 7.598 0.2845
H 3.899 3.480 1.965 0.4229
H -0.849 -4.238 -0.929 0.3343
H 3.190 -4.216 -3.997 0.3179
C 0.735 -3.211 -1.896 0.1478
H 1.709 -5.006 -3.533 0.3104
```

HOMO level, eV: -9.11
SMILES: COCCOC.COCCOC.COCCOC.COCCOC.COCCOC.O.O.O.O

***

A 2-piece molecular cluster, C20H10Cl6NO3S overall. Source: OMol25; level of theory: ωB97M-V/def2-TZVPD.

XYZ file:
```
41
Properties=species:S:1:pos:R:3:nbo_charge:R:1
H -0.464 -2.697 -0.987 0.2434
H 2.201 -4.563 0.291 0.2431
C 3.875 -3.815 -0.866 -0.2248
C 0.861 4.904 1.453 -0.2196
C 2.211 -2.417 0.179 -0.2452
H -4.266 -1.496 2.583 0.2299
H 4.238 -4.812 -1.118 0.2163
Cl 3.283 3.719 1.199 0.0052
H 5.436 -2.779 -1.940 0.2166
C 0.251 4.684 -1.358 0.4124
C -2.890 -1.569 -1.035 -0.2061
C 1.566 4.294 -0.805 -0.2270
H 4.613 -0.515 -1.296 0.2318
C -1.998 -1.636 0.039 0.0633
O 0.672 -1.217 1.977 -0.9180
C -0.548 -1.804 -0.354 -0.5132
S 0.599 -2.286 1.010 2.1390
C -4.760 -1.483 0.484 -0.1845
H -2.488 -1.586 -2.047 0.2252
H 2.619 -0.291 0.174 0.2580
Cl 1.067 4.764 3.135 0.0050
C 4.548 -2.676 -1.316 -0.1852
Cl 0.052 -0.449 -1.260 0.0496
H -4.947 -1.461 -1.681 0.2317
Cl -1.211 6.573 1.964 0.0101
C 1.815 4.342 0.562 -0.0504
Cl 2.693 3.648 -1.898 0.0043
O -0.121 4.369 -2.495 -0.6807
C 2.718 -3.686 -0.094 -0.2209
C -3.869 -1.519 1.564 -0.1378
C 2.940 -1.274 -0.166 -0.1953
C 4.084 -1.407 -0.957 -0.2132
C -4.262 -1.507 -0.828 -0.1580
C -0.271 5.583 0.921 -0.0564
C -0.598 5.459 -0.426 -0.2136
N -7.345 -1.365 0.844 -0.3154
H -1.822 -1.536 2.203 0.2498
C -2.487 -1.565 1.343 -0.2251
C -6.184 -1.421 0.693 0.2854
O 0.211 -3.623 1.395 -0.9429
Cl -2.018 6.120 -1.087 0.0133
```

ΔE to the lowest compared entry with this formula, charge and spin, kJ/mol: 0.0
HOMO level, eV: -3.76
Total charge: -1

***

An isolated ion of composition C2H6N5 and charge +1. Source: OMol25; level of theory: ωB97M-V/def2-TZVPD.

XYZ file:
```
13
Properties=species:S:1:pos:R:3:nbo_charge:R:1
N 1.608 0.900 0.547 -0.1182
N 0.654 0.184 0.111 0.0830
C -0.650 0.788 0.170 -0.4797
C 2.801 0.391 0.322 0.0039
H -0.499 1.779 -0.152 0.2747
H 3.702 1.091 0.574 0.2687
H -0.313 -2.547 -0.795 0.4394
H -1.182 -1.358 0.217 0.4183
N -0.388 -1.670 -0.364 -0.4528
H -1.190 0.701 1.111 0.2599
N 0.732 -1.025 -0.323 0.0976
N 3.239 -0.644 -0.226 -0.0294
H -1.202 0.333 -0.721 0.2345
```

ΔE to the lowest compared entry with this formula, charge and spin, kJ/mol: 665.3
HOMO level (alpha / beta), eV: -14.39 / -14.59
Total charge: +1

***

| no. | maximum force (eV Å⁻¹) |
| --- | --- |
| 1 | 1.12 |
| 2 | 4.59 |
| 3 | 5.75 |
| 4 | 1.59 |
| 5 | 2.23 |
| 6 | 2.57 |
| 7 | 5.49 |